[1]
C29H35Cl3N4O2P2Pt as an isolated structure at a distorted geometry, computed with ωB97M-V/def2-TZVPD.

Structure (XYZ):
```
76
Properties=species:S:1:pos:R:3:forces:R:3:mulliken_spin:R:1
Pt -0.198 1.199 -0.994 0.31 -1.68 4.24 -0.0167
C -1.431 1.894 -2.513 -1.35 -1.21 -1.65 -0.0019
C -1.042 0.558 -2.821 -1.12 0.77 -1.11 0.0007
C 0.002 0.223 -3.850 0.59 -0.21 0.39 0.0117
C 1.269 1.088 -3.659 -0.12 -0.47 -0.60 0.0008
C 1.518 1.459 -2.222 0.85 1.63 0.30 0.0593
C 1.115 2.695 -1.610 1.58 -0.38 -1.41 -0.0040
C 0.338 3.740 -2.349 -0.91 0.32 0.36 0.0003
C -0.873 3.155 -3.122 0.02 0.67 -0.42 -0.0018
C 0.722 1.343 0.871 0.76 -0.03 -0.06 0.3055
H -2.484 2.003 -2.211 0.60 -0.17 0.51 -0.0002
H -1.746 -0.266 -2.625 -0.01 0.76 -0.12 0.0044
H -0.387 0.320 -4.871 -0.05 0.04 0.18 -0.0003
H 0.281 -0.838 -3.724 -0.07 0.29 -0.07 0.0032
H 2.116 0.486 -4.013 -0.04 0.32 0.09 -0.0010
H 1.225 1.989 -4.283 0.02 -0.16 0.16 0.0008
H 2.464 1.088 -1.805 -0.69 -0.42 0.14 -0.0452
H 1.844 3.036 -0.860 -0.77 -0.06 0.01 -0.0003
H 0.976 4.360 -2.998 -0.08 -0.26 0.17 0.0004
H -0.103 4.403 -1.594 0.34 0.11 -0.10 0.0008
H -1.685 3.896 -3.080 0.32 -0.17 -0.11 -0.0003
H -0.634 3.041 -4.184 -0.04 -0.21 0.12 -0.0004
H 0.472 2.359 1.192 0.00 0.01 0.08 0.0127
H 1.797 1.234 0.744 -0.03 0.29 0.25 -0.1061
H 0.351 0.642 1.623 0.12 0.37 -0.20 -0.1241
P 1.737 -1.348 0.037 1.39 0.20 -0.72 0.9594
P -1.584 -0.570 0.252 -3.98 -0.09 0.69 0.0440
N 3.827 -0.287 -0.367 0.94 0.73 0.35 0.3921
N 2.519 -2.158 1.264 1.11 -0.57 1.76 0.0209
N -3.281 0.278 -0.150 0.73 0.03 -0.56 0.0019
N -2.458 -1.623 1.471 1.41 -0.12 0.29 -0.0064
C 0.478 -2.628 -0.380 -1.21 -0.20 -0.36 0.2502
C -0.959 -2.097 -0.718 -0.52 -0.24 -0.34 -0.0194
C 4.211 1.019 -0.140 0.40 0.34 -0.58 -0.0043
C 5.518 1.237 -0.620 -1.23 -0.46 0.36 0.0329
C 5.964 -0.003 -1.137 -1.17 -0.72 0.20 0.0290
C 4.901 -0.916 -0.953 0.33 0.43 -0.56 -0.0035
C 2.735 -1.589 2.542 0.80 -0.80 -0.30 0.0228
C 3.873 -2.156 3.085 -0.66 0.00 -1.06 0.0208
C 4.394 -3.098 2.116 -0.76 0.47 -0.30 0.0137
C 3.561 -3.073 1.022 -0.06 0.39 0.86 0.0479
C -3.411 1.627 0.204 -0.20 0.20 -0.11 0.0005
C -4.597 2.152 -0.293 0.98 -0.67 0.05 0.0008
C -5.233 1.104 -1.020 0.77 -0.85 0.21 0.0002
C -4.420 -0.031 -0.904 -0.20 0.43 -0.21 0.0019
C -3.778 -2.077 1.543 0.34 -0.52 0.88 -0.0009
C -3.865 -3.037 2.564 0.60 1.04 -1.21 0.0013
C -2.557 -3.190 3.107 0.31 0.35 -0.53 -0.0002
C -1.719 -2.328 2.422 -0.72 -0.44 -0.23 0.0047
H 0.469 -3.394 0.421 -0.10 0.69 -0.24 0.0261
H 0.915 -3.122 -1.278 -0.50 0.25 0.37 0.0051
H -1.010 -1.850 -1.787 0.05 -0.10 0.28 0.0106
H -1.684 -2.891 -0.503 0.19 0.08 -0.23 0.0071
H 3.558 1.743 0.334 0.18 -0.21 -0.07 0.0089
H 6.042 2.185 -0.596 -0.03 -0.20 0.12 0.0014
H 6.920 -0.231 -1.597 -0.20 0.00 0.20 0.0031
H 4.870 -1.966 -1.216 -0.03 0.21 0.02 0.0028
H 2.016 -0.887 2.937 0.10 0.06 0.04 -0.0179
H 4.299 -1.936 4.051 -0.12 -0.03 -0.01 0.0012
H 5.282 -3.707 2.214 -0.16 0.03 0.04 0.0024
H 3.565 -3.621 0.093 0.17 0.01 0.04 0.0031
H -2.710 2.081 0.890 -0.01 -0.12 -0.20 -0.0005
H -4.940 3.173 -0.134 0.07 -0.41 -0.03 0.0000
H -6.178 1.175 -1.556 0.30 -0.22 0.24 0.0000
H -4.615 -1.048 -1.235 0.19 0.34 -0.08 -0.0001
H -4.542 -1.668 0.916 -0.12 0.08 0.01 -0.0001
H -4.771 -3.553 2.855 0.16 0.15 -0.04 0.0001
H -2.249 -3.845 3.914 -0.09 0.18 -0.15 0.0001
H -0.668 -2.139 2.543 0.06 0.07 0.14 0.0190
Cl -3.391 -0.531 5.269 -0.12 0.05 0.15 0.0002
C -2.779 0.920 4.474 0.55 -0.31 -0.93 0.0006
Cl -4.080 1.677 3.540 -0.09 0.04 0.20 0.0000
Cl -2.136 2.059 5.656 0.02 0.08 0.08 0.0000
C -1.584 0.457 3.497 0.84 -0.35 0.09 0.0010
O -0.687 -0.208 4.029 -0.82 0.83 -0.49 0.0036
O -1.682 0.814 2.278 -0.14 -0.29 0.71 0.0130
```
Forces are in eV/Å.

As for the HOMO-LUMO gap (alpha / beta): 6.11 / 4.64 eV. The charge is 0. The HOMO energy (alpha / beta) comes out at -7.77 / -7.77 eV. For the energy above the lowest of the compared OMol25 structures with the same formula, charge and spin, the calculation gives 0.0 kcal/mol. Its LUMO energy (alpha / beta) is -1.66 / -3.13 eV. Its spin multiplicity is 3.

[2]
C29H35Cl5MnN4O7P2S as an isolated structure, computed with ωB97M-V/def2-TZVPD.

Structure (XYZ):
```
84
Properties=species:S:1:pos:R:3:forces:R:3:mulliken_spin:R:1
Mn 0.988 0.866 -0.110 0.36 0.19 0.43 4.5736
N -1.599 5.380 0.809 0.03 -0.06 -0.06 0.0007
C -0.724 4.496 0.004 -0.03 0.07 0.07 -0.0026
C -0.527 4.977 -1.431 -0.04 -0.06 -0.02 0.0037
P 0.871 4.350 0.836 0.02 0.06 -0.08 0.0133
O 1.679 5.743 0.556 -0.08 0.00 0.10 -0.0004
O 0.520 4.470 2.377 0.00 0.02 -0.07 -0.0002
O 1.759 3.244 0.415 0.00 -0.03 0.15 0.0473
P -1.544 2.789 -0.002 -0.03 -0.02 -0.32 0.0109
O -1.587 2.371 1.452 -0.04 0.11 -0.09 0.0006
O -2.869 3.043 -0.684 0.02 0.02 0.16 -0.0026
O -0.548 1.989 -0.867 0.00 0.03 0.08 0.0810
H -1.566 6.326 0.444 0.03 0.02 0.02 -0.0002
H -0.451 4.603 2.409 0.00 -0.10 0.07 0.0002
H -2.547 5.033 0.685 -0.01 0.03 -0.02 0.0000
H -0.211 6.026 -1.457 0.01 0.01 0.00 0.0000
H -1.472 4.859 -1.965 0.00 0.01 -0.01 -0.0004
H 0.225 4.369 -1.937 -0.01 0.00 -0.01 -0.0004
H 2.480 5.495 0.081 0.05 0.00 -0.06 0.0009
H -0.100 1.075 1.854 0.14 -0.38 -0.04 -0.0152
O -1.047 -0.586 -0.563 -0.17 -0.23 -0.05 0.0323
S -1.605 -1.939 -0.364 0.02 0.19 0.11 0.0193
C -3.193 -1.657 0.454 0.17 0.05 -0.03 0.0031
C -3.954 -2.711 0.936 -0.06 -0.01 0.00 -0.0025
C -5.139 -2.432 1.600 0.04 -0.04 -0.02 0.0004
C -5.533 -1.111 1.788 -0.05 0.03 0.02 -0.0003
C -4.746 -0.069 1.319 0.04 -0.01 -0.01 0.0011
C -3.560 -0.337 0.647 -0.05 -0.01 0.07 -0.0026
C -2.269 -2.367 -1.980 -0.01 -0.06 -0.03 0.0005
C -2.707 -1.324 -2.788 0.05 -0.09 -0.03 -0.0003
C -3.152 -1.618 -4.067 0.01 -0.08 0.06 -0.0001
C -3.148 -2.935 -4.521 -0.01 -0.02 -0.05 -0.0003
C -2.685 -3.964 -3.711 -0.01 0.09 0.02 0.0004
C -2.231 -3.677 -2.428 -0.08 0.10 -0.07 -0.0003
H -3.622 -3.735 0.802 0.00 0.00 -0.01 0.0001
H -5.746 -3.242 1.987 0.00 0.00 -0.01 0.0000
H -6.452 -0.897 2.320 0.00 0.00 0.00 0.0000
H -5.022 0.966 1.478 -0.02 -0.01 0.01 0.0001
H -2.921 0.473 0.317 0.04 0.02 -0.02 -0.0004
H -2.653 -0.305 -2.416 0.00 -0.01 0.01 -0.0014
H -3.495 -0.821 -4.715 0.00 0.00 0.01 0.0001
H -3.492 -3.157 -5.525 0.01 0.00 0.01 0.0000
H -2.660 -4.980 -4.084 0.00 0.00 0.01 0.0000
H -1.830 -4.454 -1.787 -0.01 -0.01 0.00 0.0002
C 2.554 -4.092 1.247 0.01 0.02 -0.01 0.0002
C 2.163 -3.320 0.032 -0.07 0.01 0.01 -0.0030
C 2.004 -3.698 -1.287 0.00 -0.02 0.02 0.0040
C 1.605 -2.524 -1.963 -0.02 0.06 -0.06 -0.0043
N 1.534 -1.510 -1.119 -0.04 -0.06 0.18 0.0786
N 1.864 -2.011 0.079 0.13 -0.04 -0.05 -0.0186
C 1.290 -2.316 -3.409 0.05 0.02 -0.02 0.0000
H 2.896 -5.087 0.962 0.00 0.00 0.00 0.0000
H 1.714 -4.199 1.937 0.00 0.00 0.00 0.0000
H 3.360 -3.587 1.782 0.01 -0.02 0.00 0.0000
H 2.160 -4.682 -1.700 0.00 0.00 -0.01 0.0004
H 1.820 -1.380 0.882 -0.11 0.02 -0.01 -0.0150
H 1.044 -3.262 -3.896 -0.02 0.00 0.01 -0.0001
H 2.136 -1.869 -3.935 0.00 -0.01 0.00 -0.0001
H 0.445 -1.635 -3.514 -0.01 -0.01 0.01 0.0010
Cl 4.594 -0.301 1.422 0.01 0.04 -0.07 0.0008
C 4.581 0.659 -0.060 0.04 -0.11 0.12 0.0100
C 3.371 0.925 -0.664 -0.35 0.13 -0.05 0.1671
C 3.474 1.638 -1.848 0.08 -0.05 -0.06 -0.1605
Cl 1.983 1.940 -2.710 0.01 0.10 -0.22 0.0093
C 4.665 2.106 -2.391 0.04 -0.02 0.03 -0.0239
Cl 4.703 3.014 -3.871 -0.01 0.01 -0.01 0.0010
C 5.857 1.831 -1.722 -0.05 -0.03 0.03 0.0067
Cl 7.369 2.395 -2.357 0.01 0.01 -0.01 0.0001
C 5.817 1.088 -0.546 0.00 0.03 -0.06 -0.0158
Cl 7.306 0.716 0.272 -0.01 0.00 0.00 0.0013
C 1.865 -0.982 3.518 0.03 0.00 0.03 0.0156
C 0.586 -0.221 3.171 -0.04 0.12 0.18 0.0212
C 0.396 0.889 4.226 0.00 -0.03 -0.08 0.0033
C -0.607 -1.197 3.296 -0.01 -0.01 -0.08 0.0180
N 0.650 0.360 1.858 -0.01 0.10 -0.18 0.1644
H 1.826 -1.368 4.542 0.00 -0.02 0.01 -0.0006
H 2.729 -0.324 3.417 -0.03 -0.01 0.01 -0.0015
H 2.006 -1.843 2.857 0.03 0.01 0.00 -0.0068
H 0.378 0.499 5.253 -0.02 -0.01 -0.04 -0.0003
H -0.539 1.416 4.024 -0.01 0.02 0.01 -0.0018
H 1.205 1.615 4.127 0.03 0.00 0.02 -0.0027
H -0.733 -1.600 4.310 0.02 0.00 0.02 -0.0011
H -0.463 -2.035 2.604 -0.02 0.00 -0.01 -0.0032
H -1.522 -0.674 3.006 0.00 -0.02 0.02 -0.0031
```
Forces are in eV/Å.

As for the HOMO-LUMO gap (alpha / beta): 4.96 / 5.17 eV. The charge is -2. The HOMO energy (alpha / beta) comes out at -1.06 / -1.27 eV. For the energy above the lowest of the compared OMol25 structures with the same formula, charge and spin, the calculation gives 0.0 kcal/mol. Its LUMO energy (alpha / beta) is 3.90 / 3.90 eV. Its spin multiplicity is 6.

Q: Which formula does entry 2 have?
A: C29H35Cl5MnN4O7P2S